# 1
ORCA calculation (wB97M-V/def2-TZVPD) on an isolated molecule of C4H9N in a non-equilibrium geometry.

Properties
* E_tot: -5783.374 eV
* molar mass: 71.12 Da
* highest occupied orbital energy: -7.7 eV
* structure (SMILES): C/C=C(/C)N
* LUMO level: 1.13 eV
* orbital gap: 8.78 eV

ORCA input file:
```
! wB97M-V def2-TZVPD RIJCOSX def2/J DEFGRID3
* xyz 0 1
C 1.68 -1.01 -0.44
C 0.82 -0.10 0.40
C -0.39 0.35 0.06
C -1.37 0.83 1.07
N -0.82 0.27 -1.25
H 1.23 -2.00 -0.59
H 2.05 -0.56 -1.36
H 2.57 -1.23 0.11
H 1.15 0.01 1.41
H -1.56 1.91 1.12
H -1.12 0.59 2.10
H -2.38 0.45 0.93
H -0.10 0.24 -1.95
H -1.76 0.25 -1.60
*
```

natural (NBO) population analysis, charges in e, atoms 1 to 6: atom 1 (C): -0.6474, atom 2 (C): -0.3023, atom 3 (C): 0.1868, atom 4 (C): -0.6485, atom 5 (N): -0.8388, atom 6 (H): 0.2126

# 2
ORCA calculation (wB97M-V/def2-TZVPD) on a cluster of 27 separate species, C14H76N2O31 in total in a non-equilibrium geometry.

Properties
* E_tot: -82195.165 eV
* molar mass: 768.75 Da
* highest occupied orbital energy: -9.3 eV
* LUMO level: -0.74 eV
* orbital gap: 8.56 eV

ORCA input file:
```
! wB97M-V def2-TZVPD RIJCOSX def2/J DEFGRID3
* xyz 0 1
C 4.36 -1.88 -1.80
C 3.58 -0.48 -1.52
O 2.99 -0.07 -2.78
C 1.92 0.88 -2.58
C 0.77 0.81 -3.70
O -0.47 0.53 -3.01
C -1.46 -0.07 -3.87
C -2.52 -0.81 -2.93
O -2.63 -0.12 -1.67
C -3.99 -0.03 -1.19
C -4.90 1.05 -1.96
N -5.91 0.29 -2.81
C -3.88 0.47 0.36
O -2.47 0.66 0.73
O -2.04 -0.42 1.44
C -2.22 -2.41 -2.77
C -0.73 -2.78 -2.86
C -0.41 -4.32 -2.75
C -1.72 -5.16 -2.58
C -3.14 -4.60 -2.47
N -3.37 -3.20 -2.57
H 5.26 -1.62 -2.46
H 4.65 -2.41 -0.83
H 3.64 -2.55 -2.39
H 2.80 -0.73 -0.71
H 4.32 0.26 -1.07
H 1.42 0.68 -1.55
H 2.32 1.96 -2.52
H 0.98 0.05 -4.53
H 0.71 1.86 -4.17
H -1.03 -0.75 -4.68
H -2.03 0.79 -4.40
H -3.53 -0.77 -3.49
H -4.42 -1.09 -1.17
H -5.53 1.72 -1.28
H -4.23 1.60 -2.69
H -5.63 -0.70 -2.91
H -6.82 0.24 -2.32
H -4.36 1.51 0.52
H -4.43 -0.24 1.07
H -1.60 -1.00 0.76
H 0.13 -2.04 -2.99
H 0.63 -4.76 -2.83
H -1.61 -6.30 -2.52
H -4.02 -5.32 -2.31
O 1.84 1.35 0.49
H 1.39 2.20 0.43
H 1.15 0.74 0.81
O 6.02 0.77 0.12
H 5.78 0.91 1.05
H 5.91 1.65 -0.28
O 5.40 1.87 2.66
H 4.49 1.89 2.99
H 5.91 2.33 3.34
O 1.86 -6.22 -4.22
H 1.33 -6.52 -4.97
H 2.25 -5.40 -4.53
O -4.88 -3.16 0.54
H -4.76 -3.06 -0.41
H -4.06 -3.58 0.84
O 6.50 3.73 -0.68
H 6.65 3.82 -1.63
H 7.31 3.30 -0.36
O 5.53 0.04 4.72
H 5.68 0.13 3.77
H 6.33 -0.39 5.04
O 2.01 -3.23 -0.60
H 1.30 -3.27 -1.26
H 1.76 -2.48 -0.04
O 7.24 3.63 4.69
H 6.68 4.42 4.61
H 8.11 3.99 4.94
O -6.16 4.12 -3.21
H -6.25 3.17 -3.37
H -6.93 4.34 -2.67
O -4.81 0.78 3.53
H -4.15 0.60 2.84
H -4.87 1.74 3.54
O 6.81 6.91 -0.94
H 7.77 6.86 -0.82
H 6.50 6.03 -0.70
O 4.31 -2.52 2.27
H 3.80 -2.81 1.51
H 4.72 -1.70 1.98
O 9.20 3.43 2.15
H 10.14 3.50 2.37
H 8.78 3.27 3.01
O 2.92 2.66 4.80
H 1.98 2.46 4.86
H 3.36 1.88 5.16
O -0.44 2.47 1.97
H -1.08 1.99 1.42
H -0.73 3.39 1.91
O -2.33 -5.58 0.98
H -2.21 -5.49 0.02
H -1.52 -6.00 1.28
O -7.87 -2.36 1.15
H -6.91 -2.40 1.23
H -8.17 -3.24 1.39
O 6.69 -3.23 0.12
H 7.63 -3.17 0.34
H 6.27 -3.40 0.97
O 4.13 -5.10 3.75
H 4.08 -4.78 4.65
H 4.12 -4.30 3.21
O -7.68 -0.89 4.03
H -8.22 -1.19 3.29
H -7.28 -0.07 3.71
O -3.80 0.18 6.29
H -4.35 -0.13 5.55
H -3.41 0.99 5.97
O -8.77 1.32 -3.65
H -7.81 1.26 -3.56
H -9.08 0.44 -3.40
O -11.80 1.10 -4.42
H -12.35 1.89 -4.49
H -10.92 1.45 -4.20
O -5.78 4.89 -0.19
H -5.12 4.71 -0.88
H -5.84 5.86 -0.18
O 9.95 5.07 5.92
H 9.91 5.40 6.83
H 9.94 5.87 5.38
*
```

Löwdin population analysis, charges in e, atoms 1 to 6: atom 1 (C): -0.0767, atom 2 (C): -0.2537, atom 3 (O): -0.1787, atom 4 (C): -0.1699, atom 5 (C): -0.1582, atom 6 (O): -0.1880

# 3
ORCA calculation (wB97M-V/def2-TZVPD) on a cluster of 5 separate species, C22H52ClN2O5 in total in a non-equilibrium geometry.

Properties
* E_tot: -49390.567 eV
* molar mass: 460.12 Da
* highest occupied orbital energy: -12.0 eV
* LUMO level: -3.01 eV
* orbital gap: 9.03 eV

ORCA input file:
```
! wB97M-V def2-TZVPD RIJCOSX def2/J DEFGRID3
* xyz 1 1
C -3.03 1.05 3.28
C -1.83 0.49 2.46
C -2.24 0.39 0.99
N -1.36 -0.43 0.11
N -0.34 -1.12 0.75
C 0.89 -0.78 0.91
C 1.38 0.53 0.38
C 2.28 0.28 -0.85
C 3.70 -0.20 -0.52
Cl 1.49 -0.93 -1.95
C 1.67 -1.89 1.58
C 2.59 -1.47 2.77
C 2.00 -0.32 3.58
C 3.01 -2.70 3.62
C 2.27 -2.92 4.94
C 0.58 -2.91 1.99
C -0.65 -2.49 1.19
O -1.86 -2.66 1.84
H -3.95 0.63 2.89
H -3.06 2.13 3.26
H -2.94 0.68 4.30
H -1.57 -0.48 2.89
H -1.02 1.21 2.55
H -2.23 1.40 0.58
H -3.26 0.03 0.90
H -1.01 0.07 -0.69
H 0.56 1.16 0.05
H 1.97 1.07 1.11
H 2.37 1.21 -1.42
H 3.94 -0.05 0.53
H 3.84 -1.25 -0.75
H 4.43 0.35 -1.11
H 2.23 -2.36 0.76
H 3.51 -1.10 2.31
H 2.15 0.64 3.10
H 2.52 -0.24 4.54
H 0.93 -0.43 3.76
H 2.92 -3.62 3.04
H 4.08 -2.59 3.82
H 1.25 -3.29 4.81
H 2.24 -2.05 5.59
H 2.80 -3.70 5.49
H 0.80 -3.95 1.77
H 0.27 -2.88 3.03
H -0.68 -3.14 0.31
H -2.51 -2.88 1.16
C 1.10 4.31 -4.32
C 0.95 3.33 -3.18
O 1.98 3.52 -2.20
H 2.07 4.20 -4.80
H 0.32 4.16 -5.07
H 1.03 5.34 -3.96
H 1.03 2.31 -3.54
H -0.03 3.45 -2.70
H 1.90 4.42 -1.87
C 1.60 9.36 -5.48
C 1.45 8.48 -4.25
O 2.35 7.38 -4.27
H 1.44 8.77 -6.38
H 0.89 10.18 -5.46
H 2.61 9.77 -5.53
H 0.44 8.06 -4.21
H 1.61 9.07 -3.34
H 3.25 7.73 -4.29
C -4.01 -5.85 2.64
C -4.77 -4.99 1.64
O -3.91 -4.44 0.65
H -3.23 -5.25 3.13
H -4.67 -6.25 3.40
H -3.51 -6.68 2.13
H -5.25 -4.15 2.14
H -5.55 -5.58 1.15
H -3.48 -5.16 0.18
C -1.88 -2.23 -3.88
C -2.43 -3.19 -2.84
O -1.64 -3.17 -1.65
H -0.85 -2.47 -4.12
H -2.47 -2.26 -4.79
H -1.90 -1.20 -3.50
H -2.39 -4.21 -3.22
H -3.47 -2.95 -2.60
H -1.68 -2.27 -1.30
*
```

Löwdin population analysis, charges in e, atoms 1 to 6: atom 1 (C): -0.0766, atom 2 (C): -0.2326, atom 3 (C): -0.1579, atom 4 (N): 0.0431, atom 5 (N): 0.0035, atom 6 (C): -0.1404

# 4
ORCA calculation (wB97M-V/def2-TZVPD) on an isolated molecule of C2H8O2Si in a non-equilibrium geometry.

Properties
* E_tot: -14177.421 eV
* molar mass: 92.17 Da
* highest occupied orbital energy: -10.1 eV
* structure (SMILES): CCO[SiH2]O
* LUMO level: 0.80 eV
* orbital gap: 10.91 eV

ORCA input file:
```
! wB97M-V def2-TZVPD RIJCOSX def2/J DEFGRID3
* xyz 0 1
C -1.87 -0.38 -0.14
C -1.03 0.89 -0.05
O 0.41 0.78 -0.09
Si 1.54 -0.40 0.11
O 3.03 0.31 -0.21
H -1.30 -0.93 -0.99
H -1.70 -1.17 0.60
H -2.93 -0.11 -0.40
H -1.24 1.38 0.87
H -1.23 1.58 -0.88
H 1.22 -0.93 1.52
H 1.54 -1.44 -0.95
H 3.57 0.41 0.62
*
```

natural (NBO) population analysis, charges in e, atoms 1 to 6: atom 1 (C): -0.6587, atom 2 (C): -0.0369, atom 3 (O): -0.9259, atom 4 (Si): 1.6779, atom 5 (O): -1.0805, atom 6 (H): 0.2085

# 5
ORCA calculation (wB97M-V/def2-TZVPD) on a structure of composition AsF6H16O8 in a non-equilibrium geometry.

Properties
* E_tot: -93789.619 eV
* molar mass: 333.03 Da
* highest occupied orbital energy: -9.0 eV
* LUMO level: 2.58 eV
* orbital gap: 11.61 eV

ORCA input file:
```
! wB97M-V def2-TZVPD RIJCOSX def2/J DEFGRID3
* xyz -1 1
As 5.65 -16.61 -3.72
F 6.54 -17.03 -5.17
F 7.18 -16.01 -3.11
F 4.78 -16.09 -2.27
F 4.12 -17.24 -4.41
F 6.01 -18.15 -2.96
F 5.27 -15.02 -4.45
O 1.21 -14.40 -5.52
H 1.57 -13.60 -5.13
H 1.75 -15.10 -5.15
O 8.36 -18.37 0.31
H 7.82 -18.33 -0.48
H 7.75 -18.65 1.00
O 8.20 -15.03 -8.34
H 7.48 -14.42 -8.44
H 7.81 -15.80 -7.93
O 8.59 -12.13 -5.39
H 7.67 -12.41 -5.38
H 9.07 -12.87 -5.75
O 3.09 -13.40 0.72
H 3.28 -14.10 0.09
H 2.20 -13.58 1.02
O 4.30 -10.23 -2.32
H 4.79 -11.03 -2.14
H 4.93 -9.52 -2.17
O 11.13 -15.94 -2.50
H 10.18 -15.87 -2.59
H 11.46 -15.08 -2.76
O 10.64 -18.16 -6.77
H 9.90 -17.96 -6.20
H 10.25 -18.57 -7.54
*
```

natural (NBO) population analysis, charges in e, atoms 1 to 6: atom 1 (As): 2.8161, atom 2 (F): -0.6369, atom 3 (F): -0.6389, atom 4 (F): -0.6335, atom 5 (F): -0.6332, atom 6 (F): -0.6312

# 6
ORCA calculation (wB97M-V/def2-TZVPD) on a cluster of 7 separate species, C33H61N8O5P in total in a non-equilibrium geometry.

Properties
* E_tot: -66656.936 eV
* molar mass: 680.88 Da
* highest occupied orbital energy: -9.1 eV
* structure (SMILES): [H]/N=C(/C)CO[P@@](=O)(O)OCCN(CC)C(C)=O.CCCC#N.CCCC#N.CCCC#N.CCCC#N.CCCC#N.CCCC#N
* LUMO level: 0.32 eV
* orbital gap: 9.38 eV

ORCA input file:
```
! wB97M-V def2-TZVPD RIJCOSX def2/J DEFGRID3
* xyz 0 1
H -5.59 -0.90 3.25
N -4.94 -1.60 2.87
C -5.38 -1.93 1.73
C -4.63 -3.01 0.98
C -6.63 -1.32 1.09
O -6.25 -0.18 0.30
P -6.69 1.26 0.84
O -6.54 2.22 -0.24
O -8.23 1.22 1.30
O -5.93 1.59 2.19
C -4.64 2.23 2.03
C -3.47 1.21 1.89
N -2.66 1.40 0.69
C -1.24 0.94 0.90
C -1.12 -0.38 1.71
C -3.15 0.65 -0.44
C -3.33 1.44 -1.73
O -3.38 -0.51 -0.42
H -5.32 -3.46 0.26
H -3.76 -2.60 0.46
H -4.30 -3.80 1.65
H -7.41 -1.14 1.83
H -7.02 -2.07 0.40
H -8.74 0.75 0.62
H -4.59 2.95 1.22
H -4.47 2.79 2.95
H -2.82 1.38 2.76
H -3.85 0.19 2.01
H -0.86 0.72 -0.10
H -0.67 1.78 1.30
H -2.00 -1.02 1.63
H -1.03 -0.14 2.77
H -0.26 -0.94 1.35
H -2.73 2.35 -1.65
H -4.37 1.68 -1.91
H -2.87 0.84 -2.52
C -3.32 -2.85 6.02
C -2.76 -4.19 6.49
C -1.54 -4.58 5.64
C -1.93 -4.82 4.25
N -2.24 -5.01 3.16
H -3.68 -2.91 5.00
H -4.15 -2.55 6.66
H -2.55 -2.07 6.07
H -3.53 -4.96 6.43
H -2.46 -4.12 7.53
H -1.08 -5.49 6.04
H -0.79 -3.79 5.68
C 3.57 0.58 -2.64
C 2.17 0.00 -2.77
C 1.29 0.26 -1.54
C 1.79 -0.43 -0.36
N 2.18 -0.97 0.58
H 4.12 0.10 -1.82
H 4.14 0.42 -3.55
H 3.53 1.65 -2.45
H 2.23 -1.07 -2.97
H 1.68 0.45 -3.64
H 0.27 -0.08 -1.75
H 1.23 1.33 -1.35
C -0.03 -4.21 0.18
C 0.75 -5.47 0.51
C 1.93 -5.70 -0.42
C 1.52 -5.96 -1.80
N 1.19 -6.17 -2.88
H -0.48 -4.26 -0.82
H -0.83 -4.05 0.90
H 0.63 -3.33 0.20
H 0.07 -6.33 0.49
H 1.12 -5.39 1.54
H 2.51 -6.55 -0.07
H 2.59 -4.83 -0.40
C 6.24 4.38 -1.33
C 6.57 5.13 -2.62
C 5.45 5.05 -3.66
C 5.24 3.69 -4.15
N 5.07 2.62 -4.52
H 6.11 3.31 -1.51
H 7.04 4.50 -0.60
H 5.31 4.76 -0.88
H 7.50 4.73 -3.04
H 6.75 6.18 -2.38
H 5.71 5.69 -4.51
H 4.52 5.44 -3.24
C 5.65 -0.90 -0.30
C 4.49 -1.88 -0.21
C 3.92 -2.00 1.21
C 4.88 -2.60 2.14
N 5.64 -3.07 2.87
H 6.51 -1.24 0.29
H 5.99 -0.81 -1.34
H 5.36 0.09 0.05
H 4.80 -2.86 -0.58
H 3.69 -1.53 -0.87
H 3.03 -2.63 1.18
H 3.61 -1.03 1.58
C 0.00 6.55 -3.81
C 1.45 6.33 -4.23
C 1.71 4.91 -4.76
C 1.54 3.90 -3.72
N 1.40 3.10 -2.91
H -0.27 5.91 -2.98
H -0.14 7.58 -3.49
H -0.68 6.35 -4.64
H 2.11 6.54 -3.39
H 1.70 7.04 -5.02
H 2.73 4.85 -5.14
H 1.05 4.69 -5.60
*
```

Löwdin population analysis, charges in e, atoms 1 to 6: atom 1 (H): 0.0648, atom 2 (N): 0.1577, atom 3 (C): -0.3930, atom 4 (C): -0.0294, atom 5 (C): -0.1539, atom 6 (O): -0.1537

# 7
ORCA calculation (wB97M-V/def2-TZVPD) on a structure of composition C22H41BrN9O3PSi2 in a non-equilibrium geometry.

Properties
* E_tot: -138109.791 eV
* molar mass: 646.68 Da
* highest occupied orbital energy: -8.7 eV
* LUMO level: -0.20 eV
* orbital gap: 8.51 eV

ORCA input file:
```
! wB97M-V def2-TZVPD RIJCOSX def2/J DEFGRID3
* xyz 0 1
C 5.61 -1.88 1.62
C 4.89 -2.98 0.61
O 3.42 -2.86 0.73
C 2.81 -4.10 1.25
C 1.54 -3.75 2.28
Si -0.19 -4.16 1.55
O -1.18 -2.76 1.16
Si -0.40 -1.69 0.00
P 0.12 0.18 1.13
O 0.36 -0.22 2.83
Br 2.15 0.84 0.37
H 4.91 -1.71 2.55
H 5.75 -0.86 1.06
H 6.69 -2.25 1.94
H 5.18 -2.64 -0.49
H 5.31 -4.06 0.74
H 3.58 -4.73 1.90
H 2.45 -4.76 0.34
H 1.68 -4.46 3.23
H 1.66 -2.63 2.63
H -0.93 -4.89 2.61
H -0.10 -5.13 0.43
H 0.74 -2.26 -0.69
H -1.33 -1.23 -1.06
H 0.04 -1.16 3.02
C -2.99 2.13 3.60
C -3.10 0.99 2.60
N -3.19 0.05 1.77
H -3.33 1.79 4.58
H -1.96 2.46 3.67
H -3.61 2.97 3.27
C -0.68 -0.30 -4.33
C -0.20 -1.72 -4.07
N 0.19 -2.90 -3.86
H -1.77 -0.24 -4.22
H -0.22 0.39 -3.61
H -0.41 0.01 -5.34
C -4.91 0.91 -5.63
C -3.50 0.73 -6.18
N -2.33 0.58 -6.63
H -5.34 1.84 -6.01
H -5.53 0.07 -5.95
H -4.88 0.94 -4.54
C 4.30 1.39 -2.29
C 5.63 1.74 -2.93
N 6.74 2.04 -3.46
H 3.57 2.17 -2.50
H 3.94 0.44 -2.68
H 4.42 1.30 -1.20
C -6.56 5.21 3.01
C -5.05 5.16 2.82
N -3.80 5.12 2.67
H -7.05 5.42 2.06
H -6.92 4.25 3.39
H -6.82 6.00 3.72
C -3.82 -5.82 2.75
C -3.34 -7.24 3.01
N -2.94 -8.42 3.22
H -4.90 -5.77 2.86
H -3.35 -5.14 3.47
H -3.54 -5.51 1.74
C -2.56 2.54 -0.52
C -3.10 2.27 -1.92
N -3.55 2.05 -3.07
H -3.38 2.56 0.20
H -1.86 1.76 -0.23
H -2.05 3.51 -0.50
C -2.71 7.54 0.25
C -1.96 6.44 -0.47
N -1.33 5.53 -1.07
H -2.60 8.49 -0.29
H -3.78 7.29 0.31
H -2.32 7.67 1.26
C 8.90 -0.35 -1.09
C 9.05 -1.50 -0.12
N 9.17 -2.46 0.69
H 9.44 0.53 -0.72
H 9.31 -0.63 -2.07
H 7.84 -0.09 -1.21
*
```

Löwdin population analysis, charges in e, atoms 1 to 6: atom 1 (C): -0.0987, atom 2 (C): -0.2449, atom 3 (O): -0.2620, atom 4 (C): -0.2516, atom 5 (C): -0.2781, atom 6 (Si): 0.5426

# 8
ORCA calculation (wB97M-V/def2-TZVPD) on an isolated molecule of C3H6N2OS in a non-equilibrium geometry.

Properties
* E_tot: -19070.790 eV
* molar mass: 118.16 Da
* highest occupied orbital energy: -9.5 eV
* structure (SMILES): [H]/N=C(\N)SC(C)=O
* LUMO level: 0.54 eV
* orbital gap: 10.07 eV

ORCA input file:
```
! wB97M-V def2-TZVPD RIJCOSX def2/J DEFGRID3
* xyz 0 1
H -1.23 -2.12 0.44
N -0.78 -1.28 0.00
C -1.06 -0.19 0.56
N -1.55 -0.01 1.82
S -0.75 1.38 -0.29
C 0.83 1.25 -1.10
C 1.60 -0.09 -1.05
O 1.26 2.24 -1.62
H -2.13 0.78 2.03
H -1.70 -0.89 2.31
H 0.94 -0.89 -0.97
H 2.32 0.00 -0.20
H 2.24 -0.18 -1.93
*
```

natural (NBO) population analysis, charges in e, atoms 1 to 6: atom 1 (H): 0.3481, atom 2 (N): -0.7367, atom 3 (C): 0.3209, atom 4 (N): -0.8235, atom 5 (S): 0.1667, atom 6 (C): 0.4540